An isolated ion of composition C8H13N4O3 and charge -1 in a non-equilibrium geometry, computed with ωB97M-V with the def2-TZVPD basis set.

```
28
Properties=species:S:1:pos:R:3:forces:R:3:lowdin_charge:R:1
C -0.7848 1.6435 -1.1430 0.808 -0.058 -0.434 -0.148
N 0.3774 1.3959 -0.2787 -0.494 -0.725 0.514 -0.095
H -1.6256 -0.2806 -2.0171 -0.563 1.794 1.788 0.149
N 2.6227 0.6079 -0.6793 -0.057 0.469 -0.370 0.142
H -0.1102 2.3105 1.4261 -0.687 -0.185 0.448 0.109
N 1.3277 -2.3611 -0.1031 0.750 0.834 -2.541 0.035
O 0.7318 -0.5409 -1.5963 -0.439 -0.613 -0.967 -0.015
H -1.5173 -2.4082 -0.4670 0.358 0.064 -1.004 0.091
C -1.8659 0.4900 -1.1395 3.219 -2.138 -0.576 -0.131
H -2.8517 0.7422 -1.1900 -2.531 1.792 -1.064 0.048
H -1.0977 2.6386 -0.7294 -0.558 -0.818 -0.805 0.120
C 1.2714 0.3201 -0.6492 -2.831 -2.446 2.619 -0.416
H -2.3150 1.3343 1.6345 1.580 -1.395 -0.538 0.126
C -0.1177 1.2571 1.1068 -0.732 1.787 -0.481 -0.180
H 1.9155 -2.4429 -1.0216 -1.338 0.089 2.112 0.112
O 3.0709 -0.5833 1.1668 -0.851 -0.008 1.095 -0.088
C -1.0617 -1.6125 0.1111 1.791 2.278 0.379 -0.079
O 4.6268 0.5064 0.1897 -0.588 0.586 -0.091 -0.091
C 0.4728 -1.1521 -0.3280 1.240 -1.327 -0.067 -0.288
H -2.9994 -0.6755 0.1807 0.090 0.156 0.817 0.114
N 3.4094 0.2113 0.2729 1.450 -0.931 -0.938 -0.502
C -1.9541 -0.3434 0.1803 1.612 -0.617 0.651 -0.314
H -0.3346 1.7584 -2.1679 -0.901 0.139 0.824 0.126
C -1.4706 0.5276 1.4161 -2.165 2.012 -0.989 -0.122
H 0.5507 0.7945 1.7562 1.865 -0.841 0.442 0.084
H 2.0278 -2.0708 0.5803 -0.004 -0.004 0.003 0.020
H -0.9716 -2.1120 1.0962 0.262 0.617 -0.253 0.100
H -1.3271 0.0448 2.3925 -0.287 -0.512 -0.576 0.095
```
Forces are in eV/Å.

The structure (SMILES) is N[C@@]12CC3CCN(CC3)[C@]1(N=[N+]([O-])[O-])O2. The calculation puts the relative energy (zero: lowest compared OMol25 entry of this formula, charge and spin) at 55.3 kcal per mole. The value obtained for the total energy is -20604.621 eV. Its orbital gap is 7.701 eV. Its total charge is -1. As for the HOMO energy: -4.36 eV. As for the LUMO energy: 3.3 eV. Its largest force on an atom is 4.567 eV/A.